Entry from OMol25: a cluster of 12 separate species, C29H79Cl8O30P7 in total (ωB97M-V/def2-TZVPD).

Last column: Löwdin charge in e.
Positions of all 153 atoms, in Å:
C (-3.33, 7.57, -1.31)  -0.086
O (-3.22, 6.25, -0.77)  -0.213
P (-2.21, 5.17, -1.34)  0.410
O (-1.62, 5.42, -2.66)  -0.221
O (-1.10, 4.99, -0.18)  -0.263
C (-0.23, 6.07, 0.15)  -0.086
O (-3.05, 3.80, -1.22)  -0.203
C (-3.35, 3.24, 0.05)  -0.126
H (-4.36, 7.70, -1.64)  0.089
H (-2.66, 7.75, -2.16)  0.084
H (-3.09, 8.27, -0.51)  0.087
H (-0.77, 7.02, 0.14)  0.086
H (0.65, 6.08, -0.50)  0.092
H (0.04, 5.95, 1.20)  0.064
H (-4.29, 2.69, -0.05)  0.087
H (-3.55, 3.96, 0.85)  0.078
H (-2.60, 2.50, 0.35)  0.058
C (-2.11, -3.01, -3.73)  -0.095
O (-0.75, -3.40, -3.89)  -0.226
P (-0.31, -4.74, -4.65)  0.367
O (-1.32, -5.32, -5.54)  -0.222
O (0.14, -5.76, -3.52)  -0.210
C (-0.79, -6.29, -2.59)  -0.089
O (1.04, -4.30, -5.34)  -0.190
C (2.16, -3.79, -4.63)  -0.089
H (-2.77, -3.77, -4.15)  0.086
H (-2.26, -2.05, -4.24)  0.086
H (-2.35, -2.83, -2.69)  0.068
H (-0.48, -5.92, -1.61)  0.077
H (-0.75, -7.38, -2.56)  0.092
H (-1.82, -5.98, -2.75)  0.089
H (1.93, -3.68, -3.57)  0.054
H (2.39, -2.80, -5.01)  0.085
H (3.04, -4.44, -4.71)  0.096
C (-0.24, -1.27, 3.15)  -0.052
O (0.87, -0.34, 3.14)  -0.233
P (1.55, 0.18, 4.47)  0.390
O (0.71, 0.96, 5.39)  -0.229
O (2.14, -1.18, 5.08)  -0.246
C (3.05, -1.16, 6.18)  -0.081
O (2.82, 0.97, 3.92)  -0.210
C (3.68, 0.28, 3.00)  -0.077
H (0.04, -2.13, 2.55)  0.069
H (-1.11, -0.71, 2.80)  0.068
H (-0.38, -1.67, 4.16)  0.066
H (2.78, -0.39, 6.92)  0.092
H (4.07, -1.01, 5.82)  0.089
H (2.96, -2.13, 6.67)  0.088
H (3.59, 0.70, 2.00)  0.076
H (3.48, -0.80, 2.96)  0.074
H (4.70, 0.41, 3.37)  0.099
C (-0.33, -7.77, 5.42)  -0.091
O (-0.10, -6.88, 4.31)  -0.205
P (-0.88, -5.48, 4.30)  0.395
O (-1.01, -4.80, 3.00)  -0.238
O (-2.29, -5.81, 4.95)  -0.228
C (-3.48, -5.03, 4.71)  -0.059
O (-0.09, -4.67, 5.41)  -0.207
C (-0.67, -3.64, 6.21)  -0.059
H (0.64, -8.24, 5.60)  0.093
H (-1.00, -8.57, 5.11)  0.093
H (-0.60, -7.27, 6.34)  0.087
H (-3.38, -4.54, 3.74)  0.054
H (-3.65, -4.33, 5.51)  0.085
H (-4.30, -5.75, 4.68)  0.096
H (-1.73, -3.73, 6.39)  0.078
H (-0.34, -2.69, 5.78)  0.066
H (-0.16, -3.66, 7.18)  0.097
C (3.58, 3.85, -6.52)  -0.120
O (2.34, 4.52, -6.42)  -0.200
P (1.69, 4.68, -4.96)  0.408
O (2.57, 4.99, -3.84)  -0.213
O (0.61, 5.86, -5.21)  -0.201
C (-0.34, 5.81, -6.25)  -0.125
O (0.81, 3.37, -4.83)  -0.238
C (0.34, 3.03, -3.51)  -0.070
H (3.46, 2.89, -7.02)  0.078
H (4.11, 3.65, -5.58)  0.088
H (4.34, 4.43, -7.04)  0.093
H (-0.31, 4.82, -6.71)  0.011
H (-0.24, 6.51, -7.08)  0.091
H (-1.35, 5.93, -5.86)  0.092
H (-0.67, 3.42, -3.33)  0.071
H (0.97, 3.49, -2.76)  0.068
H (0.28, 1.95, -3.40)  0.063
C (-3.28, -2.94, 1.61)  -0.109
O (-3.75, -2.10, 0.56)  -0.179
P (-4.04, -0.59, 0.89)  0.392
O (-3.00, 0.10, 1.68)  -0.226
O (-5.46, -0.67, 1.61)  -0.189
C (-6.02, 0.43, 2.27)  -0.110
O (-4.40, 0.04, -0.52)  -0.194
C (-3.41, 0.09, -1.54)  -0.072
H (-2.51, -2.46, 2.20)  0.068
H (-2.79, -3.82, 1.21)  0.079
H (-4.07, -3.19, 2.32)  0.085
H (-6.67, 0.13, 3.09)  0.089
H (-6.64, 1.05, 1.61)  0.092
H (-5.30, 1.12, 2.73)  0.080
H (-3.40, 1.11, -1.94)  0.090
H (-3.57, -0.68, -2.29)  0.083
H (-2.38, -0.06, -1.20)  0.072
C (-0.47, -3.22, -0.06)  -0.097
O (-0.58, -1.79, 0.11)  -0.212
P (0.57, -0.89, -0.49)  0.395
O (1.85, -0.98, 0.25)  -0.242
O (-0.05, 0.58, -0.53)  -0.201
C (-0.01, 1.36, 0.65)  -0.101
O (0.63, -1.22, -2.04)  -0.195
C (1.70, -0.72, -2.81)  -0.136
H (0.51, -3.54, -0.41)  0.051
H (-1.27, -3.58, -0.70)  0.083
H (-0.59, -3.67, 0.93)  0.044
H (0.15, 2.40, 0.37)  0.080
H (0.82, 1.12, 1.31)  0.076
H (-0.97, 1.36, 1.18)  0.046
H (1.35, -0.51, -3.82)  0.022
H (2.53, -1.41, -2.92)  0.057
H (2.12, 0.24, -2.51)  0.069
C (3.29, 2.37, -1.20)  -0.058
C (3.16, 3.83, -0.74)  -0.205
O (2.58, 3.96, 0.55)  -0.012
C (3.34, 3.77, 1.62)  -0.542
C (2.69, 4.24, 2.90)  0.036
O (4.42, 3.24, 1.59)  0.101
H (2.29, 1.92, -1.27)  0.044
H (3.96, 1.77, -0.60)  0.072
H (3.62, 2.35, -2.24)  0.082
H (4.20, 4.18, -0.74)  0.128
H (2.60, 4.43, -1.46)  0.089
H (2.77, 3.49, 3.68)  0.074
H (1.64, 4.45, 2.72)  0.047
H (3.16, 5.16, 3.27)  0.093
Cl (-3.01, 2.86, 4.99)  0.506
C (-1.64, 2.53, 3.92)  -0.969
Cl (-1.34, 3.94, 2.86)  0.578
H (-0.76, 2.37, 4.53)  -0.008
H (-1.89, 1.69, 3.29)  -0.009
Cl (3.58, -3.28, -1.01)  0.565
C (4.56, -2.04, -0.21)  -1.020
Cl (6.29, -2.29, -0.48)  0.524
H (4.28, -1.05, -0.55)  0.011
H (4.45, -2.06, 0.87)  0.002
Cl (0.01, 0.26, -5.88)  0.588
C (0.67, 1.27, -7.16)  -0.979
Cl (-0.54, 2.43, -7.75)  0.559
H (1.48, 1.86, -6.75)  -0.015
H (1.13, 0.66, -7.94)  0.039
Cl (1.79, -5.50, 1.20)  0.561
C (2.24, -4.18, 2.26)  -1.025
Cl (3.80, -4.51, 3.07)  0.508
H (2.28, -3.24, 1.72)  -0.002
H (1.51, -4.05, 3.06)  -0.006

The HOMO-LUMO gap is 10.432 eV. The calculation puts the molar mass at 1408.36 g mol⁻¹. The structure (SMILES) is COP(=O)(OC)OC.COP(=O)(OC)OC.COP(=O)(OC)OC.COP(=O)(OC)OC.COP(=O)(OC)OC.COP(=O)(OC)OC.COP(=O)(OC)OC.CCOC(C)=O.ClCCl.ClCCl.ClCCl.ClCCl. Its total charge is 0.